1.
DFT (the ωB97M-V functional and the def2-TZVPD basis) results for a gas-phase ion, C5H11NO2 (charge +1).

Last column: natural (NBO) charge in e.
Positions of all 19 atoms, in Å:
C: 1.36 -1.86 -0.58  -0.041
O: 0.63 -2.93 -1.12  -0.657
C: 0.50 -1.01 0.42  -0.393
C: -0.71 -0.38 -0.31  -0.419
C: -0.50 1.10 -0.58  -0.476
C: -0.42 1.79 0.73  0.661
N: -1.10 2.86 1.02  -0.700
O: 0.36 1.30 1.59  -0.243
H: 2.22 -2.26 -0.02  0.195
H: 1.67 -1.22 -1.39  0.189
H: 0.38 -3.54 -0.42  0.481
H: 0.13 -1.60 1.25  0.238
H: 1.24 -0.22 0.64  0.267
H: -1.64 -0.62 0.21  0.238
H: -0.81 -0.84 -1.28  0.262
H: 0.45 1.26 -1.09  0.264
H: -1.29 1.47 -1.25  0.259
H: -1.59 3.36 0.29  0.437
H: -0.86 3.36 1.87  0.438

Computed properties:
* HOMO energy (alpha / beta): -0.529 / -0.512 Ha
* ⟨S²⟩: 0.757
* HOMO-LUMO gap (alpha / beta): 10.94 / 5.35 eV
* charge: +1
* multiplicity: 2

=====

2.
DFT (the ωB97M-V functional and the def2-TZVPD basis) results for a gas-phase ion, C9H14NS (charge +1).

Last column: natural (NBO) charge in e.
Positions of all 25 atoms, in Å:
C: 2.23 -0.78 1.94  -0.776
S: 2.01 -1.25 0.27  0.254
C: 0.93 0.00 -0.65  -0.215
C: 1.54 1.38 -0.55  -0.143
C: 1.29 2.21 0.52  -0.248
C: 0.14 1.91 1.25  -0.159
C: -0.65 0.84 0.83  -0.058
N: -0.39 0.03 -0.28  -0.328
C: -1.40 -0.60 -0.87  0.499
C: -2.81 -0.54 -0.42  -0.700
C: -1.10 -1.44 -2.06  -0.719
H: 2.98 -0.04 1.97  0.232
H: 2.70 -1.66 2.48  0.274
H: 1.27 -0.45 2.25  0.230
H: 1.18 -0.37 -1.62  0.267
H: 2.49 1.46 -1.18  0.254
H: 1.75 3.21 0.77  0.262
H: -0.20 2.31 2.14  0.244
H: -1.61 0.57 1.24  0.217
H: -3.31 0.41 -0.49  0.285
H: -2.82 -0.73 0.73  0.263
H: -3.23 -1.41 -0.99  0.264
H: -1.93 -1.98 -2.48  0.258
H: -0.68 -0.88 -2.91  0.272
H: -0.37 -2.19 -1.90  0.272

Computed properties:
* structure (SMILES): CS[C@@H]1C=CC=C[N+]1=C(C)C
* HOMO energy: -0.450 Ha
* HOMO-LUMO gap: 7.28 eV
* charge: +1

=====

3.
DFT (the ωB97M-V functional and the def2-TZVPD basis) results for a single C13H8BrNO3 molecule.

Last column: natural (NBO) charge in e.
Positions of all 26 atoms, in Å:
N: -1.97 3.47 4.49  -0.299
C: -1.05 3.34 3.82  0.278
C: 0.09 3.19 3.00  -0.210
C: 1.19 4.02 3.20  -0.148
C: 2.32 3.87 2.41  -0.218
C: 2.35 2.91 1.42  -0.175
C: 1.25 2.08 1.21  -0.226
C: 0.12 2.21 1.99  0.083
C: -1.09 1.33 1.80  -0.121
O: -0.84 0.37 0.79  -0.496
C: -1.91 -0.17 0.19  0.750
O: -3.06 0.10 0.45  -0.574
C: -1.52 -1.13 -0.84  0.124
C: -2.31 -1.92 -1.65  -0.207
C: -1.44 -2.66 -2.46  -0.333
C: -0.18 -2.27 -2.09  0.202
Br: 1.49 -2.79 -2.71  0.119
O: -0.21 -1.35 -1.12  -0.385
H: 1.15 4.76 3.98  0.228
H: 3.17 4.52 2.57  0.222
H: 3.23 2.79 0.80  0.220
H: 1.28 1.33 0.44  0.236
H: -1.97 1.93 1.52  0.228
H: -1.34 0.82 2.73  0.212
H: -3.38 -1.95 -1.64  0.247
H: -1.69 -3.38 -3.21  0.245

Computed properties:
* structure (SMILES): N#Cc1ccccc1COC(=O)c1ccc(Br)o1
* HOMO energy: -0.337 Ha
* HOMO-LUMO gap: 9.42 eV
* charge: 0

=====

4.
DFT (the ωB97M-V functional and the def2-TZVPD basis) results for a single C8H15N3O5 molecule.

Last column: natural (NBO) charge in e.
Positions of all 31 atoms, in Å:
C: -3.05 3.20 -2.11  -0.676
C: -1.96 2.17 -1.78  0.100
O: -1.19 2.78 -0.90  -0.756
C: -2.45 0.90 -0.91  -0.180
N: -3.20 1.52 0.26  -0.841
C: -1.36 -0.03 -0.32  0.691
O: -1.82 -1.10 0.21  -0.590
N: 0.09 0.39 -0.27  -0.629
C: 0.90 -0.67 0.11  -0.171
C: 2.29 -0.22 -0.09  -0.496
C: 3.42 -1.42 -0.03  0.700
N: 3.00 -2.84 0.31  -0.921
O: 4.62 -1.18 -0.24  -0.602
C: 0.73 -1.32 1.56  0.827
O: 1.19 -2.37 1.83  -0.601
O: -0.05 -0.59 2.37  -0.670
H: -3.95 2.93 -2.82  0.211
H: -2.65 4.22 -2.23  0.247
H: -3.36 3.47 -1.09  0.223
H: -1.35 1.83 -2.59  0.178
H: -1.66 2.40 0.04  0.494
H: -3.21 0.44 -1.52  0.213
H: -4.12 1.70 -0.23  0.373
H: -3.63 0.75 0.80  0.388
H: 0.29 1.33 -0.12  0.430
H: 0.56 -1.57 -0.45  0.242
H: 2.56 0.32 -0.92  0.250
H: 2.61 0.56 0.72  0.233
H: 3.77 -3.61 -0.32  0.408
H: 2.13 -3.08 0.79  0.428
H: -0.33 -1.12 3.10  0.498

Computed properties:
* structure (SMILES): C[C@@H](O)[C@H](N)C(=O)N[C@@H](CC(N)=O)C(=O)O
* HOMO energy: -0.342 Ha
* HOMO-LUMO gap: 9.67 eV
* charge: 0

=====

| no. | strongest force on any atom (hartree/bohr) |
| --- | --- |
| 1 | 0.0329 |
| 2 | 0.1102 |
| 3 | 0.0222 |
| 4 | 0.1458 |